DFT (ωB97M-V/def2-TZVPD) results for a cluster of 6 separate species, C28H42ClN13O11 in total in a non-equilibrium geometry.

Each line ends with the Löwdin charge.
Positions of all 95 atoms, in Å:
C -4.755771 -0.893190 2.282203  -0.1116
C -4.973823 -1.771340 0.875836  -0.2228
O -3.754566 -1.773346 0.052738  -0.1917
C -4.038620 -1.539163 -1.372553  -0.1609
N -3.913234 -0.081243 -1.806415  -0.0272
C -3.535487 0.891998 -0.669542  -0.1792
O -4.368547 1.643062 0.057487  0.0125
C -1.904105 0.754914 -0.694733  0.0631
C -0.740181 0.997207 0.430268  -0.1155
N -1.158762 1.412925 1.827638  0.1115
C -1.356670 2.794691 1.707796  -0.0269
O -1.398503 4.112128 1.986306  0.0264
C 0.836304 0.755839 -0.050547  -0.0045
C 1.968577 1.024248 1.146391  -0.1313
C 2.157694 -0.402091 1.969038  -0.1209
C 3.434493 -0.542032 3.034026  -0.0279
C 3.688208 -1.947330 3.866800  -0.0337
C 2.708107 -3.263963 3.688745  -0.1992
C 2.922070 -4.711587 4.451355  -0.1293
C 1.445023 -3.153052 2.646106  -0.0219
C 1.202606 -1.726533 1.810832  -0.0066
C 1.253481 0.293993 -1.601823  0.0148
C 2.846221 0.090126 -1.929178  -0.5976
Cl 3.240130 -1.236136 -3.161872  0.5511
C 3.586676 1.552195 -2.263492  -0.2291
C 2.977912 2.304303 -3.585475  -0.1073
C 0.016715 0.100638 -2.690408  -0.0509
O 0.273533 -0.257929 -4.092692  -0.1249
N -0.268105 -1.494556 -4.328998  0.0200
O 0.147197 -2.288983 -3.464653  0.0074
C -1.539210 0.307535 -2.227464  0.0640
C -2.972454 0.159056 -3.006343  -0.1694
O -3.277047 0.191631 -4.319036  -0.0135
H -5.454752 -1.299086 3.155751  0.0841
H -5.021149 0.240551 2.159185  0.0671
H -3.659091 -0.950471 2.686669  0.0689
H -5.924883 -1.329763 0.351997  0.1305
H -5.170651 -2.885371 1.254466  0.1309
H -3.226865 -2.171029 -1.976929  0.1575
H -5.071804 -2.027224 -1.623997  0.1453
H 1.529372 1.893973 1.799228  0.1149
H 3.006941 1.315596 0.655147  0.0876
H 4.122631 0.418216 3.113351  0.0768
H 4.617508 -2.029610 4.591365  0.0839
H 2.510285 -4.651676 5.560568  0.0855
H 4.046150 -5.054545 4.425862  0.0819
H 2.239428 -5.503058 3.898578  0.0778
H 0.708534 -4.075619 2.471489  0.0983
H 0.283566 -1.735450 1.073150  0.0860
H 3.351263 -0.259218 -0.904929  0.0919
H 4.732796 1.324009 -2.304748  0.0896
H 3.394594 2.249218 -1.314684  0.1164
H 3.860109 2.351186 -4.381783  0.0538
H 2.789561 3.442629 -3.280034  0.0906
H 2.007924 1.788228 -3.987372  0.0696
C 5.298908 2.004171 -6.789052  -0.7071
O 5.445404 2.330060 -5.621694  -0.0028
N 5.403271 2.877816 -7.806710  0.1534
N 5.020011 0.742248 -7.162419  0.1608
H 5.285990 2.628398 -8.774272  0.0995
H 5.612375 3.838650 -7.569185  0.1136
H 4.933001 0.052980 -6.426987  0.1112
H 4.895929 0.454666 -8.118383  0.1010
C 6.034555 0.556073 0.241012  -0.6554
O 4.837828 0.599407 0.003618  -0.0339
N 6.968231 0.544111 -0.727429  0.1744
N 6.526894 0.516419 1.492279  0.1713
H 7.958177 0.508650 -0.551675  0.1055
H 6.640061 0.572861 -1.683893  0.1058
H 5.857634 0.523790 2.250933  0.0715
H 7.508867 0.480506 1.707701  0.1050
C -3.378601 -0.834916 5.989972  -0.6968
O -3.925685 -0.934898 4.903192  0.0072
N -2.741641 0.282731 6.383571  0.1401
N -3.363666 -1.833369 6.891363  0.1669
H -2.285327 0.384020 7.274446  0.1111
H -2.729297 1.058583 5.734535  0.1108
H -3.831998 -2.692596 6.634626  0.1170
H -2.918545 -1.769906 7.791256  0.1010
C -2.661511 -0.887993 -8.284171  -0.7258
O -2.065941 -1.366656 -9.236310  0.0099
N -2.154270 -0.880178 -7.038210  0.1594
N -3.878376 -0.325437 -8.395548  0.1471
H -2.629563 -0.490762 -6.241596  0.0486
H -1.240024 -1.293953 -6.910579  0.0942
H -4.296276 -0.310590 -9.316776  0.1089
H -4.384433 0.073898 -7.623276  0.0971
C -5.947751 1.945139 7.531881  -0.7171
O -6.366361 0.860876 7.905414  0.0237
N -4.989459 2.071798 6.596248  0.1533
N -6.407213 3.110452 8.022370  0.1440
H -4.631885 2.955856 6.275746  0.1014
H -4.616168 1.218724 6.200946  0.0623
H -7.129433 3.059861 8.729023  0.1109
H -6.075043 4.013004 7.727362  0.0951

Cartesian forces (eV/Å) of the 2 atoms listed first:
-0.2 0.0 0.0
-0.8 0.1 2.6

Computed properties:
Multiplicity = 1
HOMO-LUMO gap = 6.95 eV
LUMO = -0.055 Ha

---

DFT (ωB97M-V/def2-TZVPD) results for a cluster of 2 separate species, C3H10O in total in a non-equilibrium geometry.

Each line ends with the natural charge from an NBO analysis.
Positions of all 14 atoms, in Å:
C -0.044994 0.818000 1.952538  -0.2654
O 0.194880 2.217384 1.906879  -0.7216
H 0.584742 2.513568 1.103477  0.4686
H -0.990675 0.800069 2.509657  0.1750
H -0.228655 0.233427 1.060228  0.1745
H 0.570562 0.265935 2.669667  0.1684
C -0.632762 -1.378836 -2.438248  -0.6080
C 0.523380 -1.527990 -1.399574  -0.6105
H -0.535661 -0.464342 -3.019275  0.2024
H -0.488781 -2.185432 -3.164271  0.1996
H -1.620835 -1.490417 -2.003705  0.2046
H 1.337771 -0.867876 -1.673664  0.2107
H 0.693354 -2.598130 -1.301608  0.2088
H 0.115944 -1.242702 -0.427949  0.1930

Cartesian forces (eV/Å) of the 2 atoms listed first:
-1.7 0.1 2.0
0.0 -0.4 0.4

Computed properties:
Multiplicity = 1
Relative energy (zero: lowest compared OMol25 entry of this formula, charge and spin) = 24.7 kcal/mol
HOMO-LUMO gap = 11.22 eV
LUMO = 0.033 Ha

---

DFT (ωB97M-V/def2-TZVPD) results for a cluster of 2 separate species, C4H12O in total in a non-equilibrium geometry.

Each line ends with the natural charge from an NBO analysis.
Positions of all 17 atoms, in Å:
C -2.404390 -0.699976 -0.166317  -0.6041
C -1.056754 -0.670845 0.599876  -0.4112
C -0.321853 0.635687 0.550649  -0.4057
C 0.982162 0.686616 1.489314  -0.6019
H -3.221782 -0.081265 0.352735  0.1983
H -2.819843 -1.704540 -0.304566  0.2096
H -2.347716 -0.294781 -1.196844  0.2016
H -0.430030 -1.532207 0.209760  0.1987
H -1.295504 -1.075856 1.597793  0.2023
H -0.889225 1.501395 0.902101  0.1974
H -0.137452 0.988078 -0.498427  0.2089
H 0.764992 0.775895 2.576990  0.1992
H 1.640083 1.483054 1.322151  0.2066
H 1.510792 -0.284879 1.411733  0.1997
H 3.769089 0.517084 -2.523746  0.4598
H 3.264695 -0.260429 -3.590130  0.4593
O 2.992728 0.016973 -2.733067  -0.9185

Cartesian forces (eV/Å) of the 2 atoms listed first:
-1.0 1.1 0.0
-0.7 -2.1 -0.6

Computed properties:
Multiplicity = 1
Relative energy (zero: lowest compared OMol25 entry of this formula, charge and spin) = 12.9 kcal/mol
HOMO-LUMO gap = 11.60 eV
LUMO = 0.033 Ha

---

DFT (ωB97M-V/def2-TZVPD) results for a structure of composition C34H39FN9O4P2ReS.

Each line ends with the Löwdin spin population.
Positions of all 91 atoms, in Å:
Re -0.337964 -0.686482 0.834095  0.8415
N -4.257655 -0.049880 -0.776748  -0.0196
C -3.081895 -0.535903 -0.555338  0.0021
N -2.263496 -0.098147 0.424630  -0.0086
C -2.737856 0.955838 1.253793  0.0057
N -2.031783 1.368636 2.255767  -0.0084
N -0.858313 0.678211 2.317331  0.0158
C 0.052901 1.020951 3.159069  -0.0258
C 1.267150 0.217425 3.125176  -0.0011
C 2.316064 0.403033 3.995712  -0.0016
C 3.432283 -0.425647 3.893555  0.0161
C 3.461308 -1.411808 2.919080  -0.0079
C 2.384666 -1.547853 2.066671  0.0295
N 1.301593 -0.752320 2.154745  0.0096
C -4.035755 1.532226 0.995527  -0.0025
C -4.544264 2.583724 1.761280  0.0011
C -5.794646 3.087009 1.474634  -0.0046
C -6.553697 2.551334 0.429809  0.0036
C -6.065667 1.510137 -0.338534  -0.0048
C -4.806629 1.014650 -0.041136  0.0031
H -4.779277 -0.416075 -1.562055  -0.0002
H -2.752200 -1.346760 -1.189401  0.0010
H -0.089921 1.861092 3.833415  -0.0001
H 2.260628 1.181517 4.747514  -0.0002
H 4.270560 -0.296648 4.569694  0.0008
H 4.315624 -2.065578 2.803481  -0.0005
H 2.381484 -2.277406 1.269635  0.0022
H -3.947278 2.995724 2.564147  0.0000
H -6.193438 3.903742 2.064309  -0.0003
H -7.538054 2.953587 0.219643  0.0003
H -6.652261 1.092347 -1.151202  -0.0002
C -2.488631 -2.525603 3.101676  -0.0057
P -1.240683 -2.746615 1.813141  -0.0020
C -0.036167 -3.892861 2.532562  -0.0006
C -2.017190 -3.618071 0.427613  0.0087
C -3.060785 -4.518409 0.629484  0.0013
C -3.579649 -5.231507 -0.444225  0.0006
C -3.051216 -5.057362 -1.716878  0.0010
C -2.008970 -4.159779 -1.926100  -0.0008
C -1.490605 -3.426699 -0.861023  0.0021
P -0.099166 -2.267142 -1.053813  0.0326
C -0.240117 -1.475084 -2.673769  0.0031
C 1.354519 -3.339941 -1.186071  0.0132
H -2.800232 -3.486898 3.509436  -0.0010
H -3.360642 -2.002761 2.708123  0.0000
H -2.060834 -1.935304 3.912696  -0.0002
H -0.537699 -4.831954 2.769084  -0.0001
H 0.380551 -3.476052 3.452580  -0.0002
H 0.772234 -4.098154 1.831315  0.0002
H -3.475897 -4.678863 1.619123  0.0001
H -4.391151 -5.931223 -0.284093  0.0000
H -3.447608 -5.624771 -2.550536  0.0000
H -1.607051 -4.046676 -2.927084  0.0000
H -0.480486 -2.211258 -3.440877  0.0003
H 0.730230 -1.036328 -2.913692  0.0000
H -0.977151 -0.666682 -2.681229  -0.0002
H 1.256857 -3.926985 -2.100192  0.0019
H 1.398845 -4.031688 -0.345747  -0.0001
H 2.262935 -2.741660 -1.239438  -0.0001
F -0.082724 4.821780 1.714823  0.0003
C 0.286905 4.456496 0.483705  0.0016
C 1.265311 3.588842 0.286282  -0.0002
N 1.626833 3.162229 -0.987443  -0.0003
C 2.368204 1.926036 -1.144902  0.0011
C 1.635463 0.711857 -0.613979  0.0110
O 2.111678 -0.419497 -0.620373  0.0542
O 0.466386 0.917779 -0.041388  0.0349
C 1.034945 3.700484 -2.127823  0.0000
O 1.282242 3.307728 -3.246450  0.0000
N 0.154018 4.731290 -1.865262  0.0000
C -0.444164 5.039320 -0.645149  0.0002
O -1.439855 5.714523 -0.562538  0.0005
H 1.826942 3.172885 1.113499  0.0001
H 3.338221 1.966823 -0.646525  0.0002
H 2.559462 1.783931 -2.205209  0.0003
H -0.243117 5.167578 -2.683058  0.0000
C -1.521227 2.787182 -5.089081  0.0000
N -2.325346 3.543752 -4.144716  -0.0001
C -3.088217 4.727917 -4.578137  -0.0001
C -3.638295 5.281818 -3.256671  0.0000
N -3.394723 4.156235 -2.337882  0.0001
C -2.547744 3.250726 -2.869612  -0.0007
S -1.857162 1.964302 -1.987390  -0.0034
H -2.149443 2.420140 -5.903117  0.0000
H -1.060564 1.956400 -4.566820  0.0000
H -0.737873 3.423256 -5.497213  0.0000
H -3.878850 4.430102 -5.267925  0.0000
H -2.432810 5.427998 -5.093761  0.0000
H -4.696479 5.512404 -3.317785  0.0000
H -3.104882 6.171426 -2.923179  0.0000
H -3.402988 4.282888 -1.343131  0.0000

Cartesian forces (eV/Å) of the 2 atoms listed first:
0.2 0.6 -0.7
-0.5 0.2 0.1

Computed properties:
Multiplicity = 2
Relative energy (zero: lowest compared OMol25 entry of this formula, charge and spin) = 0.0 kcal/mol
HOMO-LUMO gap (spin up / spin down) = 4.48 / 4.63 eV
Charge = +3
LUMO (spin up / spin down) = -0.393 / -0.387 Ha